(1)
A gas-phase ion, C5H13N2O (charge +2). Source: the OMol25 dataset; level of theory: ωB97M-V with the def2-TZVPD basis set.

## Properties
Maximum force = 0.056 hartree/bohr
Calculated total energy = -10403.5469 eV
<S²> = 0.7625
E_HOMO (spin up / spin down) = -0.723 / -0.724 hartree
Lowest unoccupied orbital energy (spin up / spin down) = -7.9 / -12.9 eV
Kohn-Sham gap (spin up / spin down) = 11.78 / 6.79 eV

```
! RIJCOSX wB97M-V def2-TZVPD def2/J DEFGRID3
* xyz 2 2
N -2.10839 2.43864 -0.49927
C -1.26325 1.20007 -0.49177
C 0.06281 1.58197 0.19476
N 1.12142 0.64894 0.19061
C 1.22500 -0.60415 -0.51846
C 0.30734 -1.68161 0.10902
C 1.18719 -2.70481 0.95001
O 0.23957 2.67566 0.64652
H -2.67532 2.42793 0.35709
H -1.52082 3.28083 -0.48264
H -2.72287 2.46284 -1.31539
H -1.72840 0.38886 0.04629
H -0.99199 0.91589 -1.50273
H 1.84536 0.82536 0.89590
H 2.28520 -0.80989 -0.45777
H 1.07657 -0.45596 -1.59194
H -0.03133 -2.31499 -0.69394
H -0.47327 -1.39563 0.80168
H 0.98576 -2.57734 1.99920
H 2.26088 -2.61546 0.79096
H 0.91855 -3.68715 0.57186
*
```

(2)
6 unconnected molecules or ions with the total composition H12O6. Source: the OMol25 dataset; level of theory: ωB97M-V with the def2-TZVPD basis set.

## Properties
Maximum force = 0.036 hartree/bohr
Calculated total energy = -12468.6114 eV
<S²> = 0.7563
E_HOMO (spin up / spin down) = -0.572 / -0.525 hartree
Lowest unoccupied orbital energy (spin up / spin down) = -3.6 / -11.6 eV
Kohn-Sham gap (spin up / spin down) = 12.00 / 2.71 eV

```
! RIJCOSX wB97M-V def2-TZVPD def2/J DEFGRID3
* xyz 1 2
O -2.23024 0.61606 -1.91189
H -2.72269 1.43682 -1.90237
H -2.86397 -0.04723 -1.63865
O -1.44730 -0.21957 2.86806
H -0.62733 -0.36212 2.39523
H -1.30379 -0.62268 3.72429
O 1.01914 -2.99012 -0.16825
H 1.47215 -2.20170 -0.46725
H 0.91869 -2.86586 0.77551
O 2.52260 -1.17943 -1.98592
H 1.87418 -0.96266 -2.65585
H 3.18839 -0.49646 -2.06645
O 0.23354 3.23227 1.22527
H 0.46325 2.92788 2.10323
H 0.03446 2.43252 0.73843
O -0.27383 0.61948 -0.01456
H -0.83704 0.42321 -0.76322
H 0.57980 0.25968 -0.25558
*
```

(3)
16 unconnected molecules or ions with the total composition H31O16. Source: the OMol25 dataset; level of theory: ωB97M-V with the def2-TZVPD basis set.

## Properties
Maximum force = 0.053 hartree/bohr
Calculated total energy = -33262.7286 eV
E_HOMO = -0.217 hartree
Lowest unoccupied orbital energy = 2.0 eV
Kohn-Sham gap = 7.92 eV

```
! RIJCOSX wB97M-V def2-TZVPD def2/J DEFGRID3
* xyz -1 1
O -0.32337 2.70015 -5.27674
H 3.52872 -0.86611 3.20416
H 3.75075 1.19636 -2.91391
O 3.66884 -2.03732 -0.09321
H 0.46339 2.12196 -5.34410
H 0.28071 3.44250 -5.18276
O -5.02376 -2.06531 3.39286
H 3.09006 -1.52848 0.46889
H 2.81633 2.31690 -2.39744
O 3.69762 2.14872 -2.72632
H 1.42645 1.07166 -0.34382
H 4.61210 -1.87859 -0.13950
O 4.48104 -0.90235 2.97772
H -2.54568 -0.30527 -0.19207
H 0.88594 -0.56675 2.17400
O -4.11465 2.00448 -2.39069
H -4.69632 1.68185 -3.12167
H -4.51856 1.56717 -1.55723
O -1.88096 2.83612 -0.86285
H -1.57964 1.94844 -0.61000
H -2.69704 2.84964 -1.34472
O 2.68386 -2.22504 4.78874
H 1.88244 -1.82496 5.13451
H -4.10749 -1.94290 3.69021
O 1.42312 5.26746 1.95935
H 2.28505 5.67275 1.94250
O -3.49970 -0.30437 0.28570
H 4.44714 -0.95891 2.02220
H -3.69508 0.46661 -0.32106
O -4.72887 -2.56935 0.67164
H -4.75563 -1.80554 2.50508
H -4.73307 -2.53736 -0.30970
O 1.52904 -0.53396 2.92077
H -0.58006 -4.89294 0.93392
H 1.76724 -0.82658 -3.96636
O 1.04748 1.58913 0.39399
H -4.75356 -1.59738 0.84696
H -1.07987 0.00737 -1.35121
O 2.18414 -1.20221 -4.74215
H 2.34741 -0.08656 2.69416
H 1.47890 -1.16721 -5.39418
O -1.27179 0.20312 -0.43847
H 1.07624 5.13958 1.06007
H 2.55892 -3.16756 4.76323
O 0.32091 -5.00658 0.56291
H 0.12328 1.47951 0.19868
H 0.72799 -4.91189 1.42790
*
```

(4)
2 unconnected molecules or ions with the total composition C5H11O2S. Source: the OMol25 dataset; level of theory: ωB97M-V with the def2-TZVPD basis set.

## Properties
Maximum force = 0.063 hartree/bohr
Calculated total energy = -20294.4287 eV
E_HOMO = -0.148 hartree
Lowest unoccupied orbital energy = 3.2 eV
Kohn-Sham gap = 7.21 eV

```
! RIJCOSX wB97M-V def2-TZVPD def2/J DEFGRID3
* xyz -1 1
C 0.81273 -2.37409 0.44176
S 1.42499 -2.34052 -1.31746
C 1.58239 -0.61470 -1.53390
H 1.52314 -1.83991 1.08904
H 0.75604 -3.44880 0.61739
H -0.21100 -2.02169 0.62150
H 2.08273 -0.11007 -0.69075
H 0.62113 -0.19584 -1.74648
H 2.18889 -0.26385 -2.36348
C -2.03702 1.33687 1.01219
C -1.89349 1.48130 2.51980
C -0.74618 1.61523 0.17325
O 0.20817 2.10929 0.85128
O -0.80183 1.56664 -1.06489
H -2.40233 0.35440 0.74094
H -2.85038 1.95130 0.64967
H -2.67043 2.07447 2.94337
H -0.91370 2.00109 2.80733
H -1.53364 0.54980 2.93426
*
```

(5)
C4H5N3O in the gas phase. Source: the OMol25 dataset; level of theory: ωB97M-V with the def2-TZVPD basis set.

## Properties
Maximum force = 0.094 hartree/bohr
Calculated total energy = -10741.5152 eV
SMILES = [H]/N=C\N1C=COC=N1
E_HOMO = -0.308 hartree
Lowest unoccupied orbital energy = 0.6 eV
Kohn-Sham gap = 9.01 eV

```
! RIJCOSX wB97M-V def2-TZVPD def2/J DEFGRID3
* xyz 0 1
H -0.48847 3.01502 -1.59702
N -0.80592 2.10352 -2.04955
C -0.90101 0.86385 -1.48475
N -0.06147 0.30514 -0.40785
C -0.01420 -1.21928 -0.25429
C 0.43134 -1.75015 0.96459
O 0.26220 -1.01680 2.19257
C 0.53163 0.37271 1.70549
N 0.42210 1.07063 0.61802
H -1.29539 -0.04951 -2.06376
H 0.21185 -1.85714 -1.26420
H 0.65745 -2.80169 1.04603
H 1.04989 0.96370 2.59472
*
```

(6)
A molecular structure, C8H32NO12V. Source: the OMol25 dataset; level of theory: ωB97M-V with the def2-TZVPD basis set.

## Properties
Maximum force = 0.162 hartree/bohr
Calculated total energy = -60544.3043 eV
<S²> = 0.8358
E_HOMO (spin up / spin down) = -0.430 / -0.430 hartree
Lowest unoccupied orbital energy (spin up / spin down) = -8.5 / -7.8 eV
Kohn-Sham gap (spin up / spin down) = 3.25 / 3.92 eV

```
! RIJCOSX wB97M-V def2-TZVPD def2/J DEFGRID3
* xyz 1 2
O -0.99438 -3.42567 2.84198
V 0.37010 -3.42079 2.04535
N 0.59265 -0.33211 0.74944
O 0.20717 0.79057 1.05649
O 0.53209 -1.27794 1.49501
O 1.21856 -0.49225 -0.30213
C 2.56605 0.96770 -2.98504
O 2.94720 1.23777 -1.63667
H 1.84320 1.75866 -3.18498
H 3.41473 0.97077 -3.66902
H 2.09952 -0.00051 -3.16678
H 2.33453 0.75527 -1.07683
C -1.30429 2.10907 -2.35204
O -2.21931 3.21494 -2.37475
H -1.90335 1.21970 -2.54761
H -0.56314 2.26378 -3.13616
H -0.88057 1.94131 -1.36188
H -1.70886 4.02639 -2.42565
C -0.25156 -1.50753 -4.40101
O -0.70653 -0.78816 -3.27082
H 0.58607 -1.07783 -4.95039
H 0.01764 -2.47960 -3.98783
H -1.04357 -1.73517 -5.11444
H -0.02735 -0.63365 -2.61018
C -2.80109 -0.19598 3.97902
O -1.46948 -0.55392 4.01730
H -2.81651 0.85327 4.27386
H -3.28893 -0.27509 3.00750
H -3.38037 -0.78183 4.69269
H -1.14856 0.20093 3.51849
C 0.11460 -3.37730 -1.07490
O -0.25623 -4.20441 0.00505
H 1.17128 -3.10993 -1.06939
H 0.07975 -3.85371 -2.05465
H -0.39081 -2.41634 -0.97882
H -1.08951 -4.46038 -0.39710
C -2.75462 -0.98980 -0.37565
O -2.47470 -2.04729 0.53804
H -3.35149 -1.51673 -1.12009
H -3.25831 -0.19351 0.17236
H -1.79305 -0.66008 -0.76906
H -3.29077 -2.48157 0.79694
C 0.83991 3.89441 1.61958
O -0.06526 3.56616 0.55358
H 0.89113 4.97352 1.76450
H 0.64716 3.38036 2.56122
H 1.84137 3.66281 1.25690
H -0.28457 2.63158 0.54484
C 3.64137 0.86536 3.15376
O 3.80316 -0.04297 4.26000
H 4.53897 0.77773 2.54160
H 2.78526 0.49689 2.58859
H 3.41226 1.85699 3.54398
H 3.02160 -0.08381 4.81598
*
```

(7)
2 unconnected molecules or ions with the total composition CHCl3S. Source: the OMol25 dataset; level of theory: ωB97M-V with the def2-TZVPD basis set.

## Properties
Maximum force = 0.024 hartree/bohr
Calculated total energy = -49454.9405 eV
SMILES = S=C(Cl)Cl.Cl
E_HOMO = -0.366 hartree
Lowest unoccupied orbital energy = -1.3 eV
Kohn-Sham gap = 8.70 eV

```
! RIJCOSX wB97M-V def2-TZVPD def2/J DEFGRID3
* xyz 0 1
S -2.06075 0.05415 -0.92575
C -0.83424 -0.65102 -0.14962
Cl 0.01086 -2.05973 -0.79102
Cl -0.17092 -0.16814 1.37521
Cl 2.01652 1.47266 -0.17900
H 1.03853 1.35209 0.67017
*
```

(8)
3 unconnected molecules or ions with the total composition C20H31F3N3O6S. Source: the OMol25 dataset; level of theory: ωB97M-V with the def2-TZVPD basis set.

## Properties
Maximum force = 0.067 hartree/bohr
Calculated total energy = -56971.3772 eV
E_HOMO = -0.435 hartree
Lowest unoccupied orbital energy = -4.9 eV
Kohn-Sham gap = 6.90 eV

```
! RIJCOSX wB97M-V def2-TZVPD def2/J DEFGRID3
* xyz 1 1
C 3.11167 -1.70683 2.20110
C 2.27446 -1.13827 1.54038
C 1.31604 -0.46662 0.68396
C 0.56725 0.62618 1.15256
C -0.36183 1.22412 0.24104
C -1.18375 2.44700 0.75638
N -0.51676 3.09299 1.90454
C -0.50407 0.73910 -1.06395
S -1.66828 1.42164 -2.28075
O -2.44675 2.51517 -1.78589
O -1.02333 1.80508 -3.50204
C -2.89922 0.08986 -2.77536
F -3.18196 -0.74400 -1.76246
F -2.56110 -0.53664 -3.88841
F -4.03157 0.75295 -3.04425
N 0.27361 -0.31385 -1.48254
N 0.07812 -0.76190 -2.78527
C 1.20094 -0.45008 -3.70388
C 1.84623 0.96542 -3.52517
C 3.39666 0.93769 -3.24673
C 3.78069 1.39916 -1.79103
C 1.14114 -0.91123 -0.66029
C 2.00213 -2.12648 -1.08664
O 3.28767 -1.67222 -1.50131
O 4.24966 -2.63542 -1.17135
H 3.90458 -2.20780 2.73935
H 0.69372 0.96775 2.18219
H -2.19939 2.18861 1.09838
H -1.21810 3.23131 -0.02016
H -0.60533 2.51946 2.73881
H 0.45639 3.28928 1.68925
H -0.14421 -1.75740 -2.80927
H 0.84194 -0.53727 -4.74744
H 2.02561 -1.19392 -3.62888
H 1.34670 1.61963 -2.79288
H 1.74421 1.47587 -4.50271
H 3.86432 1.66196 -3.94079
H 3.83135 -0.05780 -3.43093
H 2.87715 1.57797 -1.18071
H 4.44050 2.28072 -1.85398
H 4.39218 0.60379 -1.32044
H 2.08154 -2.87752 -0.28508
H 1.46604 -2.57976 -1.94372
H 3.91075 -3.49775 -1.47285
C -2.98973 3.78542 4.86807
C -1.91544 2.98718 5.56100
O -0.80493 2.87807 5.08400
C -2.27559 2.33163 6.86855
H -2.59147 4.19956 3.94195
H -3.83776 3.14072 4.62948
H -3.31467 4.60668 5.50837
H -3.09192 1.62328 6.71743
H -2.56962 3.08928 7.59641
H -1.41082 1.79323 7.25343
C -2.51506 -3.52120 -0.79913
C -1.17174 -4.13380 -0.52073
O -0.22980 -3.97087 -1.27525
C -1.03585 -4.96040 0.72888
H -2.46968 -2.95775 -1.72783
H -3.26698 -4.30477 -0.90193
H -2.79130 -2.84331 0.01072
H -1.72390 -5.80606 0.69207
H -1.24665 -4.34618 1.60616
H -0.01791 -5.34062 0.80333
*
```

The lowest maximum force belongs to which entry?
CHCl3S